No. 1
The following is a quantum chemistry calculation of a molecular structure, C24H17Br2N6OS3Tc in a non-equilibrium geometry, from the OMol25 dataset.

The HOMO energy (spin up / spin down) is -10.768 / -10.764 eV. Its orbital gap (spin up / spin down) is 5.805 / 6.024 eV. As for the relative energy (zero: lowest compared OMol25 entry of this formula, charge and spin): 8.06 kcal per mole.

Geometry as ORCA input:
```
! RIJCOSX wB97M-V def2-TZVPD def2/J DEFGRID3
* xyz 1 2
Tc 0.73935 0.59042 1.43189
C -2.39184 1.18806 4.43695
C -1.56373 0.98331 3.21859
N -0.26013 0.99292 3.20744
N 0.38715 1.21013 4.38876
C 1.70905 1.19394 4.25767
N 2.41865 1.40680 5.36785
S 2.62097 0.90210 2.78507
C -2.18130 0.77894 1.89260
C -3.54389 0.85982 1.68582
C -4.04227 0.71603 0.39733
C -3.16234 0.51320 -0.64791
C -1.80571 0.44163 -0.37423
N -1.33005 0.55294 0.86746
H -1.80142 1.01241 5.32817
H -3.25502 0.52195 4.42867
H -2.75821 2.21984 4.46842
H 1.94125 1.59401 6.23529
H 3.42348 1.40616 5.34242
H -4.20603 1.04898 2.52019
H -5.10896 0.77462 0.21660
H -3.50739 0.40551 -1.66829
H -1.07524 0.28460 -1.15492
S 0.54014 -1.74578 1.85733
C -0.01494 -2.45160 0.34280
N 0.21907 -2.00570 -0.84722
C -0.37380 -2.83443 -1.80549
C -0.31444 -2.62781 -3.18420
C -0.94266 -3.53157 -4.01978
C -1.62521 -4.63891 -3.49829
C -1.68835 -4.85728 -2.13532
C -1.05674 -3.93925 -1.29805
S -0.96983 -3.90812 0.42961
H 0.23082 -1.77564 -3.57730
H -0.90090 -3.38992 -5.09290
H -2.10842 -5.33571 -4.17258
H -2.21696 -5.71330 -1.73370
Br -0.07247 5.01509 -0.90465
C 1.04488 3.60785 -1.43968
C 1.74942 3.69318 -2.66242
C 2.57192 2.68606 -3.07088
Br 3.50228 2.86000 -4.69761
C 2.72681 1.51687 -2.28336
C 3.54122 0.40373 -2.58068
C 3.58156 -0.65974 -1.71885
C 2.79596 -0.64839 -0.55869
N 2.02202 0.37762 -0.25597
C 2.00022 1.46181 -1.08833
C 1.18270 2.51579 -0.63069
O 0.60025 2.36655 0.56894
H 1.63456 4.57775 -3.27415
H 4.12665 0.39840 -3.49102
H 4.19835 -1.52360 -1.92697
H 2.76951 -1.49228 0.11827
*
```

natural (NBO) atomic charges, in units of e: 0.8698, -0.6892, 0.3169, -0.2316, -0.4051, 0.2949, -0.7523, 0.0760, 0.1608, -0.2063, -0.1247, -0.2169, 0.0878, -0.4252, 0.2721, 0.2391, 0.2564, 0.4217, 0.4170, 0.2415, 0.2414, 0.2453, 0.2335, 0.0387, -0.1026, -0.5240, 0.1670, -0.2300, -0.2039, -0.1990, -0.1949, -0.2585, 0.4317, 0.2239, 0.2260, 0.2280, 0.2301, 0.1245, -0.1357, -0.2284, -0.0924, 0.1109, -0.0493, -0.1004, -0.2594, 0.1344, -0.4324, 0.0939, 0.3114, -0.6103, 0.2553, 0.2454, 0.2446, 0.2325

No. 2
The following is a quantum chemistry calculation of a molecular structure, C24H17F3O6V in a non-equilibrium geometry, from the OMol25 dataset.

The HOMO energy is -5.002 eV. Its orbital gap is 7.054 eV. As for the relative energy (zero: lowest compared OMol25 entry of this formula, charge and spin): 0.00 kcal per mole.

Geometry as ORCA input:
```
! RIJCOSX wB97M-V def2-TZVPD def2/J DEFGRID3
* xyz -1 1
O -0.94790 -1.95226 1.27399
V -0.48882 -0.66114 0.44335
O -1.74132 -0.12544 -0.32604
C 2.97665 1.37672 1.84317
C 1.96026 0.79001 1.14268
C 2.14091 0.37763 -0.27296
O 1.20677 -0.37232 -0.80870
C 3.30967 0.59758 -0.93401
C 4.36339 1.36370 -0.30506
C 4.22766 1.70961 1.21281
O 5.16562 2.24766 1.76692
O 5.39776 1.68385 -0.86402
O 0.78139 0.68452 1.69283
H 2.84234 1.65103 2.88086
H 3.57107 0.34090 -1.95202
F -0.25198 -2.37182 -1.22794
C -0.92256 -2.74684 -2.33913
C -1.95098 -3.66061 -2.26400
C -2.57718 -4.04332 -3.44126
C -2.25158 -3.44734 -4.64705
C -1.19809 -2.53937 -4.71236
C -0.55809 -2.17318 -3.54170
H -2.22764 -4.02936 -1.28390
H -3.39428 -4.75189 -3.40372
H -2.74693 -3.73003 -5.56685
H -0.85828 -2.04293 -5.61116
H 0.20885 -1.41115 -3.43764
F 0.23670 -2.33462 5.91956
C 1.45468 -2.16220 5.37982
C 2.55265 -2.20069 6.22150
C 3.82969 -2.12888 5.69359
C 4.03750 -1.91852 4.33029
C 2.93240 -1.95593 3.48840
C 1.66013 -1.97053 4.03034
H 2.40102 -2.30275 7.29001
H 4.71925 -2.08732 6.31036
H 5.06023 -1.88202 3.98255
H 3.00892 -1.81070 2.41860
H 0.78985 -1.93551 3.38380
F -2.81848 2.38934 -3.36762
C -3.46274 3.33335 -2.66004
C -3.62968 3.18314 -1.30224
C -4.25195 4.22773 -0.61378
C -4.65392 5.37353 -1.27385
C -4.53199 5.48691 -2.66096
C -3.87457 4.47399 -3.33275
H -3.34776 2.31983 -0.71534
H -4.27746 4.18837 0.46779
H -5.10664 6.22089 -0.77301
H -4.98760 6.35023 -3.12428
H -3.77692 4.37815 -4.40982
*
```

Mulliken atomic charges, in units of e: -0.6344, 1.4576, -0.7212, -0.6770, 0.8862, 1.0005, -0.5550, -1.0384, 0.4402, 0.3401, -0.6509, -0.6310, -0.9964, 0.4169, 0.4029, -0.2166, 0.1797, -0.3797, -0.4043, -0.4407, -0.5061, -0.1727, 0.4372, 0.3440, 0.3531, 0.3612, 0.4371, -0.3078, 0.1435, -0.2232, -0.5123, -0.4691, -0.4181, -0.1589, 0.3723, 0.3176, 0.3883, 0.3858, 0.4588, -0.2779, 0.2620, -0.2133, -0.4679, -0.3608, -0.4412, -0.3812, 0.4784, 0.3403, 0.3331, 0.3531, 0.3661

No. 3
The following is a quantum chemistry calculation of a molecular structure, C24H17FeN3O6, from the OMol25 dataset.

The HOMO energy (spin up / spin down) is -7.654 / -7.697 eV. Its orbital gap (spin up / spin down) is 7.182 / 7.171 eV. As for the relative energy (zero: lowest compared OMol25 entry of this formula, charge and spin): 1.49 kcal per mole.

Geometry as ORCA input:
```
! RIJCOSX wB97M-V def2-TZVPD def2/J DEFGRID3
* xyz 0 5
Fe 0.58497 -0.51065 -0.44703
O 2.44142 2.68424 2.62732
C 2.36123 1.53621 1.93448
O 2.98399 1.31642 0.93410
C 1.48492 0.52583 2.60825
C 1.25481 0.55664 3.97375
C 0.49963 -0.46504 4.53673
C 0.01123 -1.46641 3.71899
C 0.26818 -1.39750 2.35562
N 0.98187 -0.41593 1.81079
C -0.23934 -2.48366 1.41293
O -0.82310 -3.44077 1.87496
O 0.03208 -2.26441 0.16917
H 3.02783 3.27173 2.12694
H 1.66490 1.35696 4.57103
H 0.30604 -0.47477 5.60108
H -0.56994 -2.29928 4.08763
C -1.78503 -1.74798 -2.50763
O -1.76910 -0.78097 -1.46487
C -2.54870 -1.03137 -0.37282
C -3.30629 -2.18521 -0.22716
C -4.08416 -2.38203 0.90325
C -4.14339 -1.42203 1.90125
C -3.40553 -0.26191 1.75028
C -2.58558 -0.06542 0.64416
N -1.89390 1.17633 0.62117
N -0.78099 1.12577 0.06871
C -0.01299 2.29056 -0.09141
C 1.04959 2.07724 -0.98798
O 1.31896 0.91024 -1.51106
C 1.87469 3.18321 -1.36007
C 1.67622 4.39907 -0.80592
C 0.65368 4.62839 0.16615
C 0.52865 5.89693 0.76172
C -0.42508 6.13925 1.71421
C -1.28354 5.09941 2.09140
C -1.19490 3.85397 1.51943
C -0.21965 3.57364 0.53273
H -2.79391 -1.87212 -2.90723
H -1.39774 -2.70420 -2.15127
H -1.13679 -1.35066 -3.28455
H -3.26836 -2.95843 -0.97919
H -4.64281 -3.30344 0.99791
H -4.75451 -1.57109 2.78029
H -3.43357 0.52500 2.49376
H 2.66143 2.99648 -2.07782
H 2.30797 5.23511 -1.08447
H 1.20878 6.68123 0.44982
H -0.51553 7.11657 2.16931
H -2.03992 5.27878 2.84542
H -1.88115 3.08283 1.81647
*
```

natural (NBO) atomic charges, in units of e: 1.5650, -0.6724, 0.7673, -0.5622, 0.0773, -0.1986, -0.1605, -0.1896, 0.1009, -0.4843, 0.7515, -0.6112, -0.8650, 0.5059, 0.2432, 0.2263, 0.2562, -0.2649, -0.5386, 0.3694, -0.2910, -0.1650, -0.2383, -0.1703, -0.0215, -0.1800, -0.2367, -0.0182, 0.3936, -0.8271, -0.2513, -0.1456, -0.0948, -0.1677, -0.2364, -0.1948, -0.2071, -0.0493, 0.1853, 0.2002, 0.2046, 0.2262, 0.2187, 0.2182, 0.2223, 0.2289, 0.2115, 0.2072, 0.2138, 0.2113, 0.2380

No. 4
The following is a quantum chemistry calculation of a molecular structure, C24H18AuN4O3S2, from the OMol25 dataset.

The HOMO energy is -10.507 eV. Its orbital gap is 7.036 eV. As for the relative energy (zero: lowest compared OMol25 entry of this formula, charge and spin): 0.00 kcal per mole.

Geometry as ORCA input:
```
! RIJCOSX wB97M-V def2-TZVPD def2/J DEFGRID3
* xyz 1 1
Au -0.33460 0.06307 -0.17695
N -2.19158 0.68384 -2.04223
C -2.47669 2.07789 -1.75850
C -1.22394 2.88262 -1.49749
O -1.10475 4.02844 -1.81020
N -0.15861 2.17884 -0.77080
C 0.94276 2.81241 -0.71020
C 2.85017 0.70762 -2.76010
O 3.50690 1.62170 -3.02852
O 2.17116 -0.18514 -2.46304
H -3.02059 0.11288 -1.94352
H -1.84555 0.55769 -2.98561
H -3.04107 2.61509 -2.52327
H -3.05363 2.14070 -0.83048
H 1.06642 3.76950 -1.21287
H 1.77467 2.37354 -0.17127
S 0.45859 1.13906 7.48722
C 0.19710 2.75145 7.97661
C -0.23302 3.53038 6.94724
C -0.34668 2.80496 5.73493
C -0.00236 1.48653 5.86428
C 0.00062 0.44632 4.83313
C -0.11169 0.78895 3.46646
N -0.12279 -0.08326 2.48991
C -0.00750 -1.39265 2.77473
C 0.11272 -1.84987 4.09343
C 0.22928 -3.25502 4.36439
C 0.23348 -4.14805 3.35772
C 0.12693 -3.71842 1.99036
C 0.14459 -4.64294 0.93963
C 0.05357 -4.22612 -0.37072
C -0.06334 -2.84304 -0.57891
N -0.08688 -1.94919 0.39660
C 0.00820 -2.35386 1.68940
C 0.07475 -5.14672 -1.51112
C 0.06067 -4.84502 -2.84613
C 0.09158 -5.99397 -3.67522
C 0.12861 -7.14840 -2.95632
S 0.12572 -6.85186 -1.27742
C 0.11019 -0.89581 5.12162
H 0.37328 3.03970 9.00001
H -0.46182 4.58041 7.04888
H -0.68900 3.24923 4.81163
H -0.19332 1.83126 3.17887
H 0.31356 -3.57793 5.39412
H 0.32100 -5.20880 3.55380
H 0.23859 -5.69559 1.17996
H -0.13684 -2.44932 -1.58174
H 0.03774 -3.83861 -3.23830
H 0.08869 -5.96278 -4.75418
H 0.15780 -8.16086 -3.32444
H 0.18796 -1.23726 6.14740
*
```

natural (NBO) atomic charges, in units of e: 0.6865, -0.8465, -0.3344, 0.6737, -0.4928, -0.5898, 0.0840, 1.0220, -0.4956, -0.5243, 0.3887, 0.3785, 0.2271, 0.2396, 0.2132, 0.2022, 0.4665, -0.3928, -0.2518, -0.2149, -0.2488, -0.0723, 0.0934, -0.4461, 0.1213, -0.0693, -0.1536, -0.1776, -0.0959, -0.1005, -0.0834, 0.1029, -0.5194, 0.2425, -0.2491, -0.2138, -0.2506, -0.3900, 0.4699, -0.1271, 0.2507, 0.2358, 0.2187, 0.1925, 0.2285, 0.2293, 0.2295, 0.2104, 0.2171, 0.2368, 0.2523, 0.2265

Which value of relative energy (zero: lowest compared OMol25 entry of this formula, charge and spin) does entry 4 give? 0.00 kcal per mole

Number 3 is which compound? C24H17FeN3O6